Entry 1:
Molecular formula: C25H19F3IN2O3
Method: DFT, the ωB97M-V functional and the def2-TZVPD basis

Values from the calculation:
Spin multiplicity = 1
E_LUMO = -5.91 eV
HOMO energy = -11.660 eV
Charge = +1

Each line ends with the Mulliken charge.
Geometry (Å):
F1 -5.6682 -0.0637 4.0001  -0.2863
C1 -4.8861 -0.0321 2.8615  0.2538
C2 -5.5350 -0.1632 1.6121  -0.6397
C3 -4.6784 -0.1799 0.4932  0.2600
F2 -5.2498 -0.2370 -0.7734  -0.2792
C4 -3.3010 -0.1529 0.6125  -0.3637
C5 -2.6628 -0.0485 1.8996  0.4523
C6 -1.2392 -0.0824 1.9406  0.6159
C7 -0.3768 -0.1569 3.0659  0.4700
C8 1.0354 0.0098 2.8558  -0.4543
C9 1.9597 -0.2011 3.8783  -0.6656
C10 1.5288 -0.3625 5.2109  -0.4603
C11 0.1501 -0.4162 5.4258  0.1244
F3 -0.3105 -0.4638 6.7298  -0.2866
C12 -0.7991 -0.4406 4.4114  -0.6767
C13 -3.5133 0.1295 3.0271  -1.2130
H1 -6.6048 -0.2332 1.5118  0.5205
H2 -2.6600 -0.1853 -0.2635  0.5585
H3 -0.7329 -0.0221 0.9876  0.2851
H4 1.3483 0.2810 1.8332  0.4898
H5 3.0240 -0.2466 3.6301  0.4316
H6 2.2430 -0.4659 6.0352  0.4437
H7 -1.8375 -0.7085 4.6443  0.7226
H8 -3.1051 0.4260 3.9928  0.8038
C14 -2.2962 -1.7109 -3.1573  -1.0762
N1 -1.5433 -0.6947 -2.4759  0.1658
C15 -0.9007 -1.0629 -1.2842  -0.3876
O1 -1.0866 -2.1576 -0.7424  -0.6087
C16 -0.0213 -0.0579 -0.6451  0.0630
I1 1.9114 -1.1371 -0.4716  0.3953
C17 3.7403 -0.4587 -1.4865  0.3813
C18 4.4760 0.5752 -0.9421  -0.0941
C19 5.6860 0.9375 -1.5625  -0.6318
C20 6.0688 0.2611 -2.7333  -0.3465
C21 5.2914 -0.7635 -3.2896  -0.5716
C22 4.0936 -1.1299 -2.6513  -0.3648
C23 0.2342 1.1900 -1.4179  0.5994
O2 1.1818 1.9414 -1.1686  -0.6186
N2 -0.6712 1.5187 -2.4747  0.0503
C24 -0.2634 2.6594 -3.2940  -0.9624
C25 -1.2197 0.4537 -3.2528  0.6099
O3 -1.4630 0.5383 -4.4564  -0.5906
H9 -2.6333 -1.2160 -4.0728  0.4048
H10 -1.6349 -2.5639 -3.3956  0.3266
H11 -3.1287 -2.0302 -2.5083  0.2885
H12 4.1267 1.1041 -0.0596  0.3574
H13 6.3123 1.7329 -1.1316  0.3626
H14 7.0208 0.5388 -3.2105  0.3562
H15 5.6087 -1.2815 -4.2027  0.3739
H16 3.4704 -1.9041 -3.0639  0.3925
H17 -1.0686 2.8520 -4.0017  0.3667
H18 -0.0827 3.5036 -2.6278  0.3263
H19 0.6626 2.3784 -3.8417  0.3255

Entry 2:
Molecular formula: C25H19N4O2ReS5Sb
Method: DFT, the ωB97M-V functional and the def2-TZVPD basis

Values from the calculation:
Relative energy (zero: lowest compared OMol25 entry of this formula, charge and spin) = 0.0 kcal per mole
Spin multiplicity = 1
E_LUMO = -4.86 eV
HOMO energy = -11.209 eV
Charge = +1

Each line ends with the Mulliken charge.
Geometry (Å):
Re1 -0.0364 -0.1139 0.2344  0.2235
C1 0.3171 -4.2408 1.8203  -1.0785
C2 -0.2854 -4.9999 0.8352  -0.4529
C3 -0.7394 -4.3694 -0.3118  -0.9634
C4 -0.5976 -2.9971 -0.4381  0.4596
N1 -0.0613 -2.2608 0.5581  -0.1831
C5 0.4086 -2.8734 1.6452  0.0071
C6 -0.9637 -2.2637 -1.6651  1.2484
C7 -1.4458 -2.8821 -2.8071  -0.9299
C8 -1.7465 -2.1135 -3.9216  -0.4530
C9 -1.5588 -0.7457 -3.8660  -0.9369
C10 -1.0666 -0.1927 -2.6987  -0.2184
N2 -0.7705 -0.9307 -1.6288  0.6461
H1 0.7059 -4.6852 2.7238  0.4485
H2 -0.3913 -6.0694 0.9451  0.4595
H3 -1.1910 -4.9478 -1.1015  0.3977
H4 0.8416 -2.2410 2.4008  0.3531
H5 -1.5839 -3.9508 -2.8379  0.3728
H6 -2.1221 -2.5837 -4.8189  0.4593
H7 -1.7727 -0.1048 -4.7082  0.4461
H8 -0.9026 0.8710 -2.6125  0.5922
S1 1.9061 0.8860 -3.8483  -0.4579
Sb1 2.8242 0.9345 -1.8448  0.9333
S2 0.6665 2.0009 -0.4253  -0.4058
S3 2.1160 -0.9448 -0.5165  -0.3013
S4 4.5294 1.9887 -0.9599  -0.4271
O1 0.1588 -0.8085 3.7571  -0.6476
C11 0.7062 0.2036 3.4092  -0.2177
N3 1.3159 1.1407 4.1591  0.0362
C12 1.8663 2.2487 3.3925  3.6771
C13 1.4012 1.7922 2.0283  -0.3722
O2 1.5460 2.5315 0.9863  -0.2192
N4 0.7960 0.6420 2.0326  0.5216
C14 1.1867 3.5833 3.6847  -0.5556
C15 1.7471 4.7526 3.1783  -0.0905
C16 1.1138 5.9663 3.3796  -0.9953
C17 -0.0813 6.0216 4.0858  -0.4649
C18 -0.6424 4.8577 4.5843  -0.9282
C19 -0.0137 3.6373 4.3795  -0.3755
C20 3.3836 2.2750 3.5113  -0.3069
C21 4.1817 1.5594 2.6295  -0.3452
C22 5.5567 1.5264 2.8072  -0.8865
C23 6.1349 2.1940 3.8748  -0.5270
C24 5.3370 2.9027 4.7633  -0.8898
C25 3.9649 2.9486 4.5807  -0.2484
H9 1.4631 1.0171 5.1472  0.2579
H10 2.6812 4.7161 2.6326  0.5170
H11 1.5566 6.8717 2.9876  0.4317
H12 -0.5712 6.9715 4.2471  0.4299
H13 -1.5714 4.8951 5.1370  0.4455
H14 -0.4625 2.7348 4.7720  0.4454
H15 3.7568 1.0348 1.7814  0.4441
H16 6.1711 0.9836 2.1020  0.4782
H17 7.2070 2.1689 4.0121  0.4201
H18 5.7848 3.4272 5.5964  0.4187
H19 3.3493 3.5198 5.2646  0.4737
S5 -2.0060 0.1620 0.8411  -0.1654

Entry 3:
Molecular formula: C25H19N7O3PdS6
Method: DFT, the ωB97M-V functional and the def2-TZVPD basis

Values from the calculation:
Relative energy (zero: lowest compared OMol25 entry of this formula, charge and spin) = 28.4 kcal per mole
Spin multiplicity = 1
E_LUMO = 3.15 eV
HOMO energy = -1.230 eV
Charge = -2

Each line ends with the Mulliken charge.
Geometry (Å):
Pd1 2.1724 1.5214 0.0641  -0.1402
C1 5.6461 -0.3403 -0.0853  -0.2158
C2 5.5854 1.1349 0.0225  0.4875
N1 4.5362 1.8901 0.0540  -0.0690
C3 4.8572 3.2321 0.1722  -0.0403
C4 6.1879 3.4963 0.2369  -0.3396
S1 7.0937 2.0494 0.1421  -0.2813
C5 3.8054 4.2489 0.2189  -0.1471
C6 3.9940 5.5978 0.1965  -0.3571
S2 2.4872 6.4156 0.2690  -0.2374
C7 1.6749 4.8600 0.3283  0.4281
N2 2.4901 3.8667 0.2959  -0.0125
C8 0.1911 4.7567 0.3712  -0.9324
H1 4.6256 -0.7267 -0.1481  -0.5019
H2 6.1462 -0.7739 0.7834  0.3257
H3 6.1956 -0.6421 -0.9794  0.3165
H4 6.6819 4.4480 0.3493  0.3610
H5 4.9192 6.1482 0.1374  0.3591
H6 -0.2615 5.6723 0.7489  0.4601
H7 -0.0911 3.9076 0.9936  0.1678
H8 -0.2024 4.5692 -0.6294  0.2187
O1 -7.6658 3.0780 -2.7111  -0.6980
S3 -6.8516 3.8615 -1.7932  1.1818
O2 -5.7422 4.5620 -2.4127  -0.6772
O3 -7.6048 4.6525 -0.8302  -0.7024
C9 -6.0720 2.5715 -0.7549  0.1317
N3 -6.8941 1.7967 -0.0468  -0.5251
C10 -6.3173 0.8613 0.6902  -0.2884
C11 -4.9470 0.6671 0.7328  -0.6400
C12 -4.1717 1.5171 -0.0493  0.3240
N4 -4.7519 2.4737 -0.7796  -0.3901
C13 -2.6978 1.3967 -0.1445  1.2885
C14 -2.0265 1.9867 -1.2155  -0.0368
C15 -0.6623 1.7976 -1.3434  -1.1957
N5 0.0666 1.0737 -0.4876  -0.1490
C16 -0.5721 0.5198 0.5468  -0.1458
C17 -1.9330 0.6638 0.7605  -0.9042
H9 -6.9842 0.2312 1.2723  0.3987
H10 -4.5151 -0.1240 1.3294  0.3117
H11 -2.5938 2.5651 -1.9325  0.5677
H12 -0.1207 2.2300 -2.1762  0.4719
H13 0.0343 -0.0894 1.2044  0.4236
H14 -2.3873 0.1991 1.6264  0.2570
S4 3.6126 -6.8202 0.2614  -0.5040
C18 2.8388 -5.3467 0.1400  0.2948
S5 3.7380 -3.8753 -0.0421  -0.1876
C19 2.1980 -2.8927 -0.0943  0.1434
N6 1.1887 -3.6934 0.0571  -0.8166
N7 1.5158 -5.0391 0.1725  0.5430
C20 0.3863 -5.9018 0.2989  0.5354
C21 0.4669 -7.2951 0.3026  -0.3762
C22 -0.6866 -8.0586 0.4239  -0.6632
C23 -1.9312 -7.4663 0.5417  -0.4043
C24 -2.0169 -6.0810 0.5339  -0.5940
C25 -0.8783 -5.3051 0.4137  -0.3241
S6 2.1661 -1.2340 -0.3169  -0.2620
H15 1.4227 -7.7771 0.2095  0.1545
H16 -0.5973 -9.1385 0.4227  0.3319
H17 -2.8239 -8.0736 0.6335  0.3562
H18 -2.9809 -5.5952 0.6176  0.3489
H19 -0.9440 -4.2303 0.3970  0.5704

Entry 4:
Molecular formula: C25H20CsN9O2S
Method: DFT, the ωB97M-V functional and the def2-TZVPD basis

Values from the calculation:
Relative energy (zero: lowest compared OMol25 entry of this formula, charge and spin) = 7.2 kcal per mole
Spin multiplicity = 2
E_LUMO (alpha / beta) = 1.79 / 1.79 eV
HOMO energy (alpha / beta) = -1.409 / -4.951 eV
Charge = -1

Each line ends with the Löwdin spin population.
Geometry (Å):
Cs1 -2.5111 -0.3259 -2.1525  0.0005
C1 3.8890 -0.2077 -2.8494  -0.0014
N1 2.5563 -0.7654 -2.7515  0.0005
C2 1.3687 -0.1454 -2.7764  0.0006
N2 0.3947 -1.0259 -2.6454  0.0006
C3 1.0647 -2.1990 -2.5294  0.0003
N3 2.3717 -2.0883 -2.5954  0.0005
C4 4.4311 0.4160 -1.5786  0.0121
C5 5.5699 1.2179 -1.6963  0.1131
C6 6.2270 1.6485 -0.5415  0.0159
C7 5.7652 1.3023 0.7071  0.0690
C8 4.5880 0.5319 0.8420  0.0638
C9 3.9209 0.1048 -0.3341  0.0702
C10 4.1262 0.1382 2.1267  0.1211
N4 4.8349 0.0006 3.2369  0.0058
N5 4.0262 -0.4888 4.1851  -0.0087
C11 2.8240 -0.6379 3.6597  0.1179
O1 2.8165 -0.2513 2.3307  0.1060
C12 1.6078 -0.9872 4.3110  0.0533
C13 1.5756 -1.7637 5.4897  0.0546
C14 0.3746 -2.0348 6.1057  0.0098
C15 -0.8325 -1.5443 5.5981  0.0889
C16 -0.8143 -0.7600 4.4462  0.0074
C17 -2.0887 -0.1553 3.8991  -0.0017
N6 -2.5520 -0.8095 2.6797  -0.0007
C18 -1.9703 -0.8213 1.4753  0.0008
N7 -2.6698 -1.5635 0.6392  0.0005
C19 -3.6979 -1.9958 1.4113  0.0001
N8 -3.6596 -1.5704 2.6559  0.0004
C20 0.3837 -0.4983 3.8068  0.0677
H1 3.9087 0.5168 -3.6648  -0.0001
H2 4.5305 -1.0445 -3.1229  -0.0007
H3 1.2535 0.9204 -2.8979  0.0003
H4 0.5744 -3.1497 -2.3975  0.0000
H5 5.9559 1.4746 -2.6768  0.0100
H6 7.1113 2.2681 -0.6356  -0.0017
H7 6.2781 1.6172 1.6060  0.0040
H8 3.0414 -0.5195 -0.2327  0.0048
H9 2.5087 -2.1478 5.8799  0.0028
H10 0.3589 -2.6470 7.0001  -0.0014
H11 -1.7681 -1.7502 6.1040  0.0073
H12 -1.9298 0.8984 3.6690  -0.0002
H13 -2.9009 -0.2416 4.6157  0.0001
H14 -1.0438 -0.3175 1.2532  0.0007
H15 -4.4813 -2.6355 1.0392  0.0000
H16 0.4151 0.1408 2.9326  0.0051
O2 -4.6624 0.1307 -3.0706  0.0000
N9 -5.1629 1.0631 -3.8395  0.0000
C21 -6.2643 0.7861 -4.5697  0.0000
C22 -6.8394 1.6963 -5.4181  0.0000
C23 -6.2657 2.9632 -5.5234  0.0000
C24 -5.1445 3.2464 -4.7817  0.0000
C25 -4.5507 2.2943 -3.9274  0.0000
S1 -3.1269 2.6073 -3.0604  0.0000
H17 -6.6506 -0.2121 -4.4288  0.0000
H18 -7.7120 1.4108 -5.9879  0.0000
H19 -6.7009 3.7051 -6.1809  0.0000
H20 -4.6529 4.2055 -4.8391  0.0000

Number 1: total energy -1896.21322 hartree, F_max 2.8 eV/Å. Number 2: total energy -3642.98351 hartree, F_max 0.4 eV/Å. Number 3: total energy -4090.18547 hartree, F_max 1.3 eV/Å. Number 4: total energy -2026.28195 hartree, F_max 2.6 eV/Å.